No. 1
The following is a DFT calculation (ωB97M-V/def2-TZVPD) of a structure of composition C12H25O13Tl in a non-equilibrium geometry.

Atoms and positions in Å:
H1 16.107 3.973 -21.257
O1 19.842 3.155 -20.633
H2 23.565 3.470 -21.155
H3 17.842 2.320 -22.990
O2 18.531 0.407 -23.284
O3 21.665 4.194 -21.446
H4 22.609 3.615 -19.670
H5 15.227 3.875 -13.448
C1 16.509 3.968 -15.791
H6 16.675 2.844 -13.332
C2 18.334 4.991 -22.075
C3 16.777 -2.340 -20.404
O4 15.769 3.065 -15.223
O5 17.997 -0.674 -18.592
H7 16.942 1.365 -24.225
C4 22.579 3.346 -20.726
C5 19.126 0.107 -22.162
O6 20.145 -0.690 -22.384
H8 16.104 -1.484 -20.418
H9 16.726 1.030 -22.521
H10 21.443 -2.053 -21.631
C6 15.691 2.944 -13.776
C7 17.679 -1.806 -18.271
H11 21.538 -0.499 -20.793
H12 18.412 -3.846 -15.843
Tl1 17.892 2.076 -18.892
H13 16.977 6.809 -15.982
H14 18.104 -4.293 -17.587
H15 16.365 -3.217 -20.883
O7 17.907 -2.254 -17.072
C8 17.457 1.342 -23.273
H16 16.812 -3.914 -16.516
H17 17.935 4.842 -21.031
O8 16.782 3.828 -20.561
H18 18.099 6.536 -14.645
H19 14.989 2.153 -13.553
C9 20.396 3.974 -21.343
O9 17.088 -2.677 -19.052
O10 19.740 4.872 -22.078
H20 18.073 5.987 -22.423
H21 22.237 2.313 -20.792
C10 17.588 6.065 -15.480
C11 20.864 -1.212 -21.272
O11 18.810 0.458 -21.035
H22 17.867 4.256 -22.726
C12 17.851 -3.650 -16.748
O12 16.816 4.957 -14.996
H23 17.680 -2.045 -20.940
H24 18.384 5.680 -16.120
O13 16.875 3.853 -16.957
H25 20.170 -1.503 -20.482

total charge = +2
LUMO energy = -12.3 eV
relative energy (zero: lowest compared OMol25 entry of this formula, charge and spin) = 14.4 kcal/mol

Atomic partial charges in e from the natural (NBO) method, atoms 1 to 5: 0.490 -0.667 0.237 0.159 -0.460

***

No. 2
The following is a DFT calculation (ωB97M-V/def2-TZVPD) of the molecule C12H25O2PS.

Atoms and positions in Å:
H1 -2.809 -3.221 -0.324
H2 1.538 2.211 -1.903
C1 2.779 0.677 0.403
H3 2.393 0.712 -2.230
H4 -4.150 2.241 1.060
H5 3.229 -1.216 -1.858
S1 -1.977 -2.714 2.330
H6 3.413 1.517 0.092
C2 1.405 0.778 -0.277
H7 0.631 0.766 -2.315
C3 -2.744 -0.169 -1.305
P1 -2.186 -2.236 0.461
C4 2.730 -1.836 0.748
H8 0.916 -0.194 -0.164
H9 0.171 2.589 -0.154
C5 -1.854 1.246 0.316
C6 3.543 -0.645 0.222
H10 -2.489 0.036 1.933
H11 -0.991 -2.037 -0.255
H12 4.435 -0.557 0.852
H13 1.006 2.173 1.348
H14 2.129 -2.291 -0.044
H15 2.048 -1.543 1.549
C7 -2.944 0.418 1.018
H16 -2.129 2.307 0.218
C8 -4.224 1.195 1.361
H17 3.385 -2.617 1.138
H18 -5.101 0.776 0.865
H19 4.773 -1.728 -1.189
H20 2.628 0.787 1.482
H21 -3.582 0.354 -1.779
O1 -1.686 0.720 -1.003
H22 -4.212 -1.064 0.019
C9 0.482 1.756 0.486
O2 -0.673 1.118 1.037
H23 -4.418 1.175 2.433
H24 4.523 -0.035 -1.629
H25 -2.366 -0.910 -2.015
C10 4.043 -0.916 -1.196
C11 1.499 1.126 -1.767
C12 -3.166 -0.751 0.038

total charge = 0
LUMO energy = 0.7 eV
SMILES = CC(C)C[C@H](C)CO[C@H]1OC[C@@H]([PH2]=S)[C@@H]1C

Atomic partial charges in e from the natural (NBO) method, atoms 1 to 5: -0.039 0.198 -0.381 0.210 0.210

***

No. 3
The following is a DFT calculation (ωB97M-V/def2-TZVPD) of a structure of composition C12H26BBe2ClCsF7N4O9P in a non-equilibrium geometry.

Atoms and positions in Å:
H1 -1.163 -3.247 -3.044
F1 -0.372 -0.977 5.374
C1 -2.270 -3.288 -2.742
H2 0.367 6.207 -5.049
H3 -0.281 0.013 -3.544
H4 -0.125 4.500 -5.084
F2 -4.035 -3.046 -6.110
C2 1.324 -4.313 5.610
H5 1.008 0.951 1.079
H6 -3.255 -1.177 -3.022
C3 -2.646 -1.795 -2.229
F3 -5.141 -1.382 -6.173
O1 7.315 -1.107 2.101
H7 -1.221 5.754 -5.703
H8 -2.561 3.218 -0.140
C4 0.556 1.751 0.390
H9 -2.334 -3.965 -1.831
Be1 1.837 -0.383 5.833
B1 -1.248 -1.062 -1.788
H10 -2.733 1.404 -0.556
O2 5.203 -0.105 1.760
N1 -0.581 0.088 -2.565
C5 -0.353 1.233 -1.832
H11 -1.289 0.909 1.328
C6 -0.986 1.861 0.780
F4 -5.967 -4.096 -5.905
F5 -4.776 -3.616 -4.104
C7 -1.964 2.285 -0.428
H12 1.165 2.695 0.605
H13 2.649 -1.165 2.591
Be2 1.556 3.394 3.750
C8 3.019 0.619 3.740
H14 1.143 0.577 4.417
O3 1.297 -5.160 4.729
N2 -1.274 2.417 -1.771
O4 -0.596 -1.493 -0.537
O5 1.169 -3.085 5.434
F6 -6.967 -2.413 -5.477
H15 3.527 1.136 2.922
H16 -1.063 2.698 1.564
H17 2.554 -1.422 4.338
F7 -5.461 -1.729 -4.018
O6 1.630 1.025 3.699
H18 1.246 0.345 -1.035
C9 3.106 -0.876 3.540
H19 3.566 2.105 5.219
C10 -0.476 5.523 -4.941
H20 4.146 -1.212 3.543
H21 -2.907 -3.628 -3.613
C11 -1.078 5.670 -3.580
H22 -0.736 3.300 -1.735
H23 3.120 0.538 5.914
O7 1.507 -4.546 6.821
C12 3.646 1.024 5.066
H24 4.701 0.741 5.113
N3 0.824 1.287 -1.022
H25 -3.313 -1.846 -1.257
N4 -1.550 5.786 -2.513
O8 6.550 -0.681 -0.094
H26 -1.319 -2.014 -0.073
P1 -5.395 -2.717 -5.302
Cs1 -3.992 -0.061 -0.883
O9 5.533 -2.377 1.204
Cl1 6.158 -1.072 1.238

total charge = +1
LUMO energy = -8.6 eV

Atomic partial charges in e from the Mulliken method, atoms 1 to 5: 0.215 -0.580 -0.950 0.283 0.327

***

No. 4
The following is a DFT calculation (ωB97M-V/def2-TZVPD) of a structure of composition C12H26BCsF4N5O4.

Atoms and positions in Å:
H1 -1.274 4.348 3.985
C1 0.717 -0.759 -4.240
O1 0.759 -0.036 4.200
O2 3.199 -2.635 2.130
H2 2.364 -0.881 3.254
C2 0.377 0.917 5.165
H3 0.688 -2.060 -1.968
Cs1 -0.584 0.090 1.355
H4 -1.320 1.839 -3.856
H5 1.229 0.240 -1.876
C3 2.165 -0.102 3.989
H6 1.207 2.635 4.138
N1 -0.720 -0.527 -1.833
C4 -1.548 -1.438 -4.356
O3 -0.785 2.357 3.675
H7 2.557 0.852 3.616
C5 -1.007 3.665 3.170
H8 -0.604 0.615 5.538
C6 -2.033 -0.188 -2.399
H9 2.037 -4.890 1.642
H10 2.907 -4.412 0.201
H11 0.989 -4.543 -0.944
H12 -0.058 1.467 -1.898
H13 -0.119 4.044 2.655
H14 0.768 -0.728 -5.331
O4 1.380 -1.895 1.044
C7 2.017 -4.195 0.799
H15 -2.755 -0.950 -2.092
H16 0.348 -3.423 0.053
H17 1.082 0.914 6.007
F1 -1.915 3.094 -1.708
F2 -2.552 2.086 0.264
H18 -1.820 3.616 2.452
N2 -2.001 -0.138 -3.865
H19 2.677 -0.349 4.927
H20 0.063 3.017 5.439
F3 -2.169 4.359 0.204
C8 -0.296 -1.818 -2.375
H21 1.706 -1.009 -3.849
C9 0.266 2.321 4.611
B1 -1.773 3.129 -0.312
F4 -0.417 2.874 0.024
N3 0.783 -4.342 0.025
H22 -1.003 -2.589 -2.059
C10 -1.009 0.873 -4.254
H23 -1.505 -1.410 -5.448
C11 2.221 -2.781 1.381
C12 0.245 0.493 -2.279
N4 -0.226 -1.811 -3.842
H24 -2.347 0.781 -2.014
N5 0.330 0.559 -3.743
H25 -2.269 -2.202 -4.054
H26 -0.969 0.924 -5.345

total charge = -1
LUMO energy = 2.1 eV
relative energy (zero: lowest compared OMol25 entry of this formula, charge and spin) = 0.2 kcal/mol

Atomic partial charges in e from the natural (NBO) method, atoms 1 to 5: 0.151 -0.077 -0.555 -0.751 0.265

***

No. 5
The following is a DFT calculation (ωB97M-V/def2-TZVPD) of a structure of composition C12H26BrClN5O2PSSi2 in a non-equilibrium geometry.

Atoms and positions in Å:
Br1 2.607 -2.614 1.875
H1 -0.319 -0.763 2.376
Si1 -2.319 -0.150 1.078
C1 6.833 -1.318 -0.597
C2 -3.287 -1.623 1.764
H2 -3.288 1.728 -2.244
H3 -6.226 0.318 1.386
H4 -3.839 -1.326 2.656
H5 3.403 3.549 0.008
C3 6.257 0.090 -0.735
H6 -0.910 0.124 -0.985
H7 -5.774 -0.796 0.084
C4 -6.000 0.245 0.321
P1 4.579 2.777 0.044
H8 -4.494 3.890 -0.289
Si2 -4.562 1.397 -0.118
H9 -3.952 0.084 -2.179
S1 5.441 2.914 1.748
H10 -0.252 0.954 1.903
H11 -5.558 3.367 1.032
C5 1.689 -2.664 -0.979
H12 -5.001 1.435 -2.585
H13 5.335 3.153 -1.078
H14 0.799 -0.792 -0.486
C6 -1.442 -0.719 -0.526
Cl1 8.207 -1.452 0.514
H15 6.632 0.484 -1.672
C7 4.791 0.077 -0.657
H16 0.672 -2.996 -1.127
H17 6.646 0.670 0.094
H18 2.211 -2.886 -1.896
H19 -6.121 3.271 -0.642
O1 6.422 -2.269 -1.174
H20 1.964 1.310 -0.083
N1 4.078 1.136 -0.334
H21 -0.707 -1.516 -0.302
N2 4.020 -0.958 -0.866
N3 -3.224 1.237 0.897
C8 2.245 -3.494 0.177
C9 2.790 -0.547 -0.650
C10 -5.245 3.156 0.007
C11 -4.157 1.133 -1.954
H22 -3.992 -2.022 1.033
H23 -1.257 0.446 3.276
O2 2.414 -4.669 0.071
H24 -6.903 0.522 -0.236
H25 -2.613 -2.445 2.041
N4 1.676 -1.242 -0.702
C12 -0.903 0.161 2.285
N5 2.774 0.761 -0.319
H26 -2.141 -1.126 -1.256

total charge = 0
LUMO energy = -1.6 eV

Atomic partial charges in e from the natural (NBO) method, atoms 1 to 5: -0.017 0.197 1.830 0.557 -1.136

***

| no. | frontier orbital gap (eV) |
| --- | --- |
| 1 | 3.85 |
| 2 | 9.50 |
| 3 | 2.34 |
| 4 | 7.59 |
| 5 | 4.39 |